Density functional theory data (ωB97M-V with the def2-TZVPD basis set) for C4H11N2O as an isolated structure at a distorted geometry.

Atoms and positions in Å:
C (-1.741, -1.446, 0.580)
C (0.102, 1.873, 0.080)
C (1.935, 0.407, -0.343)
C (-0.316, -1.390, 0.395)
N (0.587, 0.769, -0.716)
N (-0.296, -0.259, -1.235)
O (-1.415, 0.298, -1.482)
H (-2.126, -0.525, 0.178)
H (-2.156, -2.425, 0.194)
H (-2.134, -1.487, 1.534)
H (-0.756, 2.054, -0.466)
H (0.047, 1.692, 1.230)
H (0.875, 2.576, -0.028)
H (2.160, 0.441, 0.664)
H (2.130, -0.544, -0.859)
H (2.647, 1.079, -0.919)
H (0.315, -0.828, 1.189)
H (0.142, -2.284, 0.005)

ΔE to the lowest compared entry with this formula, charge and spin (kJ/mol): 530.4
Electronic energy (eV): -9348.99244
Charge: -1
E_HOMO (hartree): -0.05086
LUMO energy (eV): 4.3
Kohn-Sham gap (eV): 5.664
Strongest force on any atom (Eh/bohr): 0.09437